(1)
18
Properties=species:S:1:pos:R:3 method="wB97M-V/def2-TZVPD" homo_ev="-8.39 / -7.25" relative_energy_kj_mol=536.4 e_tot_ev=-10473.6104 lumo_energy_ev="-0.7 / -1.5" spin_multiplicity=1 charge=0 mol_weight_da=114.1 fmax_ha_per_bohr=0.012 orbital_gap_ev="7.71 / 5.73"
C 0.636 0.611 -0.752
C 1.700 1.048 0.258
C -0.123 -2.162 0.350
C -0.965 0.175 1.241
C -0.810 0.618 -0.105
C -1.906 0.942 -0.806
O 0.907 -0.568 -1.382
O -0.919 0.392 2.373
H 0.588 -1.478 -0.706
H 0.519 1.399 -1.510
H 2.651 1.148 -0.266
H 1.452 2.003 0.728
H 1.834 0.295 1.037
H -0.084 -3.196 0.691
H 0.330 -1.502 1.093
H -1.107 -1.884 -0.015
H -2.910 0.823 -0.421
H -1.795 1.337 -1.807

(2)
19
Properties=species:S:1:pos:R:3 method="wB97M-V/def2-TZVPD" homo_ev="-7.93 / -7.83" relative_energy_kj_mol=330.6 smiles="C/C(C=O)=C(/O)[C@@H](C)S" e_tot_ev=-21310.0670 lumo_energy_ev="-0.6 / -0.7" spin_multiplicity=1 charge=0 mol_weight_da=146.2 fmax_ha_per_bohr=0.151 orbital_gap_ev="7.28 / 7.10"
C -2.207 0.958 -0.025
C -1.750 -0.072 0.945
C -2.441 -0.742 1.922
O -3.531 -0.370 2.407
C -0.096 -0.645 0.574
O 0.522 -1.615 1.162
C 0.649 0.167 -0.381
C 2.145 -0.008 -0.307
S 0.060 -0.220 -2.168
H -3.207 1.293 0.287
H -1.536 1.810 0.027
H -2.246 0.539 -1.077
H -1.870 -1.662 2.322
H 1.431 -1.855 1.051
H 0.509 1.160 -0.440
H 2.481 0.173 0.637
H 2.617 0.703 -0.991
H 2.519 -0.952 -0.652
H -1.022 -0.737 -1.606

(3)
16
Properties=species:S:1:pos:R:3 method="wB97M-V/def2-TZVPD" homo_ev=-9.50 relative_energy_kj_mol=4.5 smiles="C[C@H]1CCC(=O)N1" e_tot_ev=-8869.1662 lumo_energy_ev=1.0 spin_multiplicity=1 charge=0 mol_weight_da=99.1 fmax_ha_per_bohr=0.008 orbital_gap_ev=10.46
C -1.294 1.069 -0.306
C -0.548 0.260 0.756
C -0.302 -1.184 0.271
C 1.016 -1.079 -0.519
C 1.575 0.293 -0.150
O 2.482 0.891 -0.686
N 0.823 0.745 0.915
H -2.342 0.759 -0.372
H -1.259 2.144 -0.098
H -0.831 0.913 -1.289
H -1.076 0.294 1.714
H -0.197 -1.857 1.126
H -1.136 -1.544 -0.341
H 0.899 -1.149 -1.604
H 1.746 -1.837 -0.219
H 0.984 1.706 1.187

(4)
26
Properties=species:S:1:pos:R:3 method="wB97M-V/def2-TZVPD" homo_ev="-18.54 / -18.54" relative_energy_kj_mol=345.6 e_tot_ev=-11514.0927 lumo_energy_ev="-10.5 / -10.5" spin_multiplicity=1 charge=+2 mol_weight_da=140.2 fmax_ha_per_bohr=0.090 orbital_gap_ev="8.05 / 8.05"
C 0.416 -0.731 0.018
C -1.051 -0.884 -0.247
C 0.352 1.223 1.296
C 1.297 -1.865 -0.221
C -1.834 -2.090 -0.143
C 1.062 2.310 1.860
C 2.086 0.987 -0.307
C -2.467 0.370 -1.579
N 0.840 0.545 0.256
N -1.329 0.252 -0.769
H -0.640 0.993 1.735
H 2.406 -1.740 -0.169
H 1.179 -2.203 -1.347
H 1.059 -2.869 0.352
H -1.836 -2.529 -1.163
H -2.791 -1.899 0.170
H -1.363 -2.759 0.636
H 2.084 2.194 1.798
H 0.780 2.370 2.982
H 0.795 3.429 1.470
H 2.313 0.311 -1.107
H 2.874 0.833 0.431
H 2.050 2.160 -0.578
H -3.029 1.218 -1.194
H -3.266 -0.468 -1.720
H -1.987 0.840 -2.460

(5)
45
Properties=species:S:1:pos:R:3 method="wB97M-V/def2-TZVPD" homo_ev=-4.71 relative_energy_kj_mol=67.2 e_tot_ev=-111449.8916 lumo_energy_ev=-0.5 spin_multiplicity=1 charge=-1 mol_weight_da=777.9 fmax_ha_per_bohr=0.039 orbital_gap_ev=4.16
Au -1.632 -0.930 -0.649
O -0.117 2.377 -6.602
C 0.800 1.704 -6.152
O 1.885 1.351 -6.600
C 0.515 1.146 -4.693
C 1.059 -0.076 -4.327
C 0.744 -0.588 -3.080
N -0.040 0.053 -2.234
C -0.530 1.240 -2.560
C -0.278 1.836 -3.791
C -1.403 1.899 -1.500
O -1.517 3.109 -1.494
O -1.950 1.113 -0.653
H 1.709 -0.605 -5.004
H 1.123 -1.542 -2.738
H -0.716 2.794 -4.029
Se 1.841 -4.093 0.707
N 0.735 -5.467 0.495
C -0.445 -4.987 0.114
C -1.585 -5.747 -0.170
C -2.718 -5.066 -0.574
C -2.712 -3.684 -0.666
N -1.650 -2.922 -0.385
C -0.516 -3.548 -0.019
N 0.604 -2.893 0.254
H -1.553 -6.818 -0.062
H -3.633 -5.590 -0.801
H -3.606 -3.151 -0.944
C 1.927 0.468 2.875
Te 0.586 -0.028 1.196
C -0.282 1.890 1.674
C 0.347 2.405 2.922
C -0.108 3.581 3.507
C 0.507 4.090 4.635
C 1.581 3.420 5.197
C 2.027 2.241 4.633
C 1.418 1.728 3.495
H 2.944 0.619 2.509
H 1.960 -0.336 3.613
H -1.362 1.792 1.776
H -0.103 2.580 0.848
H -0.945 4.099 3.062
H 0.155 5.012 5.075
H 2.070 3.819 6.072
H 2.864 1.708 5.065

(6)
20
Properties=species:S:1:pos:R:3 method="wB97M-V/def2-TZVPD" homo_ev=-13.30 relative_energy_kj_mol=73.3 e_tot_ev=-15596.2714 lumo_energy_ev=-4.6 spin_multiplicity=1 charge=+1 mol_weight_da=136.1 fmax_ha_per_bohr=0.093 orbital_gap_ev=8.73
Be 0.436 -0.997 -0.312
F 0.088 0.393 0.134
O -0.659 1.113 2.614
H -0.539 0.727 1.767
H -1.534 1.494 2.609
O -1.891 1.667 -1.215
H -1.212 1.181 -0.727
H -2.602 1.641 -0.581
O -0.652 -1.563 -1.580
H -0.224 -2.396 -1.874
H -1.037 -1.149 -2.297
O 0.316 -2.100 0.783
H -0.529 -2.575 0.832
H 0.657 -2.002 1.663
O 2.001 -1.067 -1.103
H 2.432 -1.832 -1.531
H 2.453 -0.261 -1.352
O 1.185 2.725 0.646
H 0.414 3.171 0.973
H 0.896 1.832 0.552